(1)
Computed, not measured: an isolated molecule of C3H3NOS in a non-equilibrium geometry, with ωB97M-V/def2-TZVPD.

Electronic energy in a.u.: -644.1676
Energy relative to the best compared isomer or geometry (same formula, charge and spin) in eV: 3.248
Highest occupied orbital energy in eV: -9.0
LUMO in eV: -1.14

ORCA input file:
```
! wB97M-V def2-TZVPD RIJCOSX def2/J DEFGRID3
* xyz 0 1
C -1.48666 -1.38223 0.53975
C -0.18448 -1.69951 0.95238
C 1.04563 0.68832 -0.23660
N -2.60122 -1.30931 0.19831
O -0.36301 0.83610 -0.49573
S 1.20943 -0.98547 0.74427
H 1.50682 0.57637 -1.16040
H 1.33597 1.53910 0.34051
H -0.46248 1.73663 -0.88248
*
```

(2)
Computed, not measured: a structure of composition C2H3INO2 in a non-equilibrium geometry, with ωB97M-V/def2-TZVPD.

Electronic energy in a.u.: -580.4561
Energy relative to the best compared isomer or geometry (same formula, charge and spin) in eV: 3.055
Highest occupied orbital energy (alpha / beta) in eV: -14.9 / -14.9
LUMO (alpha / beta) in eV: -9.06 / -8.17

ORCA input file:
```
! wB97M-V def2-TZVPD RIJCOSX def2/J DEFGRID3
* xyz 1 1
C 1.97938 1.33706 -1.12754
C 0.35493 -0.11553 -0.03071
N 1.44433 0.26594 -0.78963
O 2.68460 2.19889 -1.37428
O -0.00176 2.39015 -1.90015
I -1.73049 1.94324 -1.64140
H 0.33596 -1.16822 0.06736
H -0.67135 0.33231 -0.40002
H 0.20574 0.06580 1.12964
*
```

(3)
Computed, not measured: an isolated molecule of C7H9NO2 in a non-equilibrium geometry, with ωB97M-V/def2-TZVPD.

Electronic energy in a.u.: -477.0452
Energy relative to the best compared isomer or geometry (same formula, charge and spin) in eV: 5.711
Highest occupied orbital energy (alpha / beta) in eV: -6.2 / -8.7
LUMO (alpha / beta) in eV: 0.49 / -1.30

ORCA input file:
```
! wB97M-V def2-TZVPD RIJCOSX def2/J DEFGRID3
* xyz 0 3
C 0.04726 1.29293 -0.20224
C 0.10045 -0.14114 -0.34500
C 2.42792 0.83396 0.43841
C 1.01440 -1.07906 -0.11311
C -1.24896 0.27981 -0.11970
C -1.70331 -0.03699 1.37108
C -2.17877 0.53633 -1.19677
N 2.28028 -0.49152 0.00194
O 3.62097 1.32750 0.09721
O 0.96505 -2.40255 -0.10210
H -2.16368 -1.02064 1.32102
H -2.29237 0.77299 1.83162
H -0.80932 -0.31581 1.91633
H -1.43646 1.10398 -1.93428
H -2.98980 1.18586 -1.00351
H -2.50319 -0.37151 -1.70331
H 3.11187 -0.97002 -0.21137
H 3.67222 2.24650 0.31302
H 0.08542 -2.75061 -0.35926
*
```

(4)
Computed, not measured: a cluster of 2 separate species, C5H6N2 in total in a non-equilibrium geometry, with ωB97M-V/def2-TZVPD.

Electronic energy in a.u.: -303.3128
Energy relative to the best compared isomer or geometry (same formula, charge and spin) in eV: 8.798
Highest occupied orbital energy (alpha / beta) in eV: -7.7 / -7.7
LUMO (alpha / beta) in eV: -0.96 / -0.96

ORCA input file:
```
! wB97M-V def2-TZVPD RIJCOSX def2/J DEFGRID3
* xyz 0 1
C 1.01533 1.60200 1.09046
C 0.31326 1.52850 -0.22063
C 0.69906 0.44444 1.77797
C -0.28263 0.30568 -0.29861
C -0.41482 -2.18870 -1.18637
N -0.16670 -1.58008 1.12207
N 0.03974 -0.39148 0.93390
H 1.76203 2.22847 1.47728
H 0.59928 2.16677 -1.13642
H 1.13902 0.07326 2.74048
H -0.81523 -0.40287 -0.98594
H 0.66020 -2.38263 -1.01886
H -1.19976 -2.91650 -1.29411
*
```

(5)
Computed, not measured: a cluster of 4 separate species, C3H14O4 in total in a non-equilibrium geometry, with ωB97M-V/def2-TZVPD.

Electronic energy in a.u.: -423.2482
Energy relative to the best compared isomer or geometry (same formula, charge and spin) in eV: 1.986
Highest occupied orbital energy (alpha / beta) in eV: -13.8 / -13.8
LUMO (alpha / beta) in eV: -3.42 / -10.33

ORCA input file:
```
! wB97M-V def2-TZVPD RIJCOSX def2/J DEFGRID3
* xyz 1 2
C 0.93654 -0.42594 0.61812
O 0.36588 -1.56726 -0.08430
C 2.16161 0.11302 -0.14531
C 3.01050 1.11503 0.59471
H -0.01100 0.13594 0.81735
H 1.29208 -0.88237 1.54720
H 0.33712 -1.35443 -1.05113
H 2.66766 -0.74738 -0.58076
H 1.68554 0.62691 -1.00135
H 3.65591 0.60125 1.31307
H 3.69327 1.64246 -0.06678
H 2.42525 1.86142 1.13071
H -5.49810 0.08139 0.43412
H -3.94944 0.07460 0.19690
O -4.80117 0.24419 -0.20623
H -1.50497 -0.86960 0.40988
H -1.64122 -1.06088 1.94281
O -2.03579 -0.62991 1.16280
H -1.59143 0.43414 -2.70464
H -0.32662 0.68457 -2.03929
O -0.87161 -0.07713 -2.28788
*
```

(6)
Computed, not measured: a cluster of 2 separate species, C2H6OS in total in a non-equilibrium geometry, with ωB97M-V/def2-TZVPD.

Electronic energy in a.u.: -553.1900
Energy relative to the best compared isomer or geometry (same formula, charge and spin) in eV: 0.366
Highest occupied orbital energy in eV: -9.9
LUMO in eV: 0.53

ORCA input file:
```
! wB97M-V def2-TZVPD RIJCOSX def2/J DEFGRID3
* xyz 0 1
C -1.54791 0.83362 0.00510
C -1.57956 0.12554 1.33483
O -1.86991 0.70736 2.33740
H -0.77432 1.60816 0.02541
H -2.53041 1.21633 -0.23873
H -1.33160 0.35356 -0.92930
H -1.40098 -0.96606 1.26104
S 4.05596 -1.53501 -0.83735
H 2.72885 -1.38563 -0.92919
H 4.24989 -0.95787 -2.02921
*
```